1.
{"formula": "C17H26N2O4", "method": "ωB97M-V/def2-TZVPD", "species": ["O", "C", "C", "C", "C", "O", "N", "C", "C", "C", "C", "C", "C", "N", "C", "C", "C", "C", "C", "O", "C", "C", "O", "H", "H", "H", "H", "H", "H", "H", "H", "H", "H", "H", "H", "H", "H", "H", "H", "H", "H", "H", "H", "H", "H", "H", "H", "H", "H"], "coordinates": [[-1.46, 0.66, -1.46], [-0.92, 1.09, -0.45], [-0.71, 0.21, 0.78], [-1.81, 0.42, 1.83], [-2.03, -0.97, 2.42], [-2.62, -1.22, 3.45], [-1.47, -1.87, 1.59], [-1.55, -3.29, 1.82], [-0.16, -3.97, 1.87], [-0.07, -4.81, 0.60], [-1.51, -5.28, 0.41], [-2.33, -4.04, 0.72], [-0.86, -1.28, 0.42], [-0.56, 2.39, -0.35], [0.19, 2.99, 0.72], [1.69, 2.96, 0.40], [1.91, 3.05, -1.12], [0.78, 3.89, -1.76], [-0.57, 3.20, -1.55], [3.17, 3.62, -1.38], [3.68, 3.03, -2.56], [2.78, 1.80, -2.80], [1.96, 1.75, -1.66], [0.27, 0.39, 1.20], [-1.55, 1.13, 2.61], [-2.74, 0.74, 1.37], [-2.05, -3.38, 2.79], [0.64, -3.23, 1.95], [-0.10, -4.61, 2.75], [0.63, -5.64, 0.70], [0.23, -4.20, -0.25], [-1.70, -5.66, -0.59], [-1.74, -6.08, 1.12], [-3.34, -4.28, 1.05], [-2.41, -3.41, -0.16], [0.10, -1.74, 0.20], [-1.50, -1.37, -0.46], [-0.15, 4.03, 0.82], [-0.01, 2.49, 1.67], [2.21, 3.80, 0.87], [2.15, 2.03, 0.74], [0.81, 4.88, -1.29], [0.98, 4.02, -2.82], [-1.37, 3.95, -1.48], [-0.80, 2.53, -2.38], [3.63, 3.74, -3.40], [4.73, 2.76, -2.38], [3.34, 0.87, -2.85], [2.18, 1.92, -3.71]], "lowdin_charge": [0.067, -0.420, -0.173, -0.018, -0.451, 0.064, -0.021, -0.252, -0.131, -0.197, -0.192, -0.121, -0.084, -0.049, -0.125, -0.037, -0.508, -0.051, -0.113, -0.043, -0.141, -0.138, -0.036, 0.143, 0.120, 0.142, 0.145, 0.109, 0.113, 0.106, 0.106, 0.107, 0.112, 0.113, 0.107, 0.129, 0.123, 0.133, 0.110, 0.129, 0.125, 0.127, 0.125, 0.130, 0.122, 0.121, 0.122, 0.126, 0.123], "smiles": "O=C([C@H]1CC(=O)N(C2CCCC2)C1)N1CCC2(CC1)OCCO2", "energy_ha": -1073.8926, "charge": 0, "lumo_ev": 0.64}

=====

2.
{"formula": "C5H13O3", "method": "ωB97M-V/def2-TZVPD", "species": ["C", "O", "H", "H", "H", "C", "H", "H", "H", "O", "C", "C", "O", "C", "H", "H", "H", "H", "H", "H", "H"], "coordinates": [[0.03, -0.17, 3.42], [0.45, 1.04, 2.88], [0.19, -1.00, 2.70], [0.65, -0.34, 4.32], [-1.04, -0.14, 3.69], [-0.32, 1.54, 1.27], [-1.29, 1.87, 1.69], [-0.60, 0.51, 1.00], [0.21, 2.51, 1.27], [-0.45, 1.71, -0.76], [0.60, 1.20, -1.49], [0.25, -0.08, -2.21], [0.09, -1.10, -1.26], [-0.31, -2.33, -1.82], [1.50, 1.05, -0.87], [0.91, 1.98, -2.22], [1.06, -0.33, -2.92], [-0.68, 0.07, -2.79], [0.44, -2.69, -2.55], [-0.40, -3.05, -1.00], [-1.28, -2.24, -2.33]], "lowdin_charge": [-0.237, -0.278, 0.072, 0.086, 0.074, 0.070, 0.077, 0.104, 0.114, -0.080, -0.274, -0.237, -0.194, -0.115, 0.146, 0.139, 0.129, 0.131, 0.090, 0.092, 0.091], "energy_ha": -423.7843, "s2": 0.7748, "charge": 0, "lumo_ev": [0.91, -2.02], "spin_multiplicity": 2}

=====

3.
{"formula": "C3H7NO", "method": "ωB97M-V/def2-TZVPD", "species": ["C", "N", "O", "C", "C", "H", "H", "H", "H", "H", "H", "H"], "coordinates": [[0.03, -1.68, -0.89], [0.62, -0.78, -1.56], [1.02, 0.37, -0.94], [0.67, 0.63, 0.42], [-0.79, 1.05, 0.59], [-0.27, -2.56, -1.46], [-0.17, -1.66, 0.17], [0.96, -0.26, 1.00], [1.35, 1.39, 0.76], [-0.92, 2.00, 0.04], [-1.48, 0.27, 0.21], [-1.03, 1.22, 1.65]], "lowdin_charge": [-0.057, -0.017, -0.159, -0.273, -0.072, 0.075, 0.061, 0.104, 0.112, 0.082, 0.066, 0.078], "smiles": "C=NOCC", "energy_ha": -248.4116, "charge": 0, "lumo_ev": 1.04}

=====

4.
{"formula": "C36H47BrN2O10", "method": "ωB97M-V/def2-TZVPD", "species": ["C", "C", "C", "C", "N", "C", "C", "C", "C", "N", "C", "C", "O", "O", "C", "C", "C", "O", "C", "Br", "C", "O", "C", "C", "C", "H", "H", "H", "H", "H", "H", "H", "H", "H", "H", "H", "H", "H", "H", "H", "H", "H", "H", "H", "H", "H", "H", "H", "H", "H", "H", "H", "H", "H", "H", "H", "H", "H", "H", "H", "O", "C", "C", "C", "C", "O", "C", "C", "H", "H", "H", "H", "O", "C", "C", "C", "C", "O", "C", "C", "H", "H", "H", "H", "O", "C", "C", "C", "C", "O", "C", "C", "H", "H", "H", "H"], "coordinates": [[0.09, -3.54, 3.08], [-1.11, -3.22, 2.52], [-1.22, -2.22, 1.38], [-0.66, -0.86, 1.82], [-0.24, 0.03, 0.75], [1.13, -0.18, 0.28], [2.05, 0.93, 0.80], [3.10, 1.42, -0.20], [3.96, 0.32, -0.86], [5.41, 0.35, -0.54], [5.81, -0.63, 0.43], [5.05, -0.74, 1.73], [6.73, -1.35, 0.20], [-1.19, 0.00, -0.31], [-1.82, 1.26, -0.47], [-1.45, 2.01, -1.78], [-0.30, 1.37, -2.56], [-0.53, -2.67, 0.23], [-0.72, -3.97, -0.19], [-2.63, -4.46, -0.35], [-0.04, -4.10, -1.57], [0.97, -5.09, -1.53], [2.28, -4.55, -1.49], [2.84, -4.24, -2.88], [3.92, -3.13, -2.81], [0.51, -4.55, 3.08], [0.69, -2.79, 3.59], [-2.02, -3.68, 2.90], [-2.29, -2.08, 1.21], [0.21, -0.98, 2.47], [-1.41, -0.35, 2.43], [1.49, -1.13, 0.68], [1.17, -0.27, -0.81], [2.50, 0.67, 1.76], [1.40, 1.78, 1.01], [3.78, 2.09, 0.34], [2.62, 2.04, -0.96], [3.60, -0.68, -0.61], [3.86, 0.41, -1.94], [5.68, 1.28, -0.24], [4.08, -1.20, 1.54], [5.60, -1.38, 2.41], [4.88, 0.23, 2.18], [-1.67, 1.89, 0.40], [-2.89, 1.05, -0.52], [-1.19, 3.04, -1.55], [-2.33, 1.98, -2.43], [0.64, 1.52, -2.04], [-0.45, 0.30, -2.69], [-0.22, 1.81, -3.56], [-0.23, -4.70, 0.46], [0.35, -3.12, -1.83], [-0.77, -4.36, -2.33], [2.91, -5.31, -1.02], [2.31, -3.66, -0.86], [2.06, -3.91, -3.57], [3.34, -5.12, -3.27], [4.93, -3.55, -2.84], [3.84, -2.44, -3.65], [3.84, -2.55, -1.89], [-6.32, -2.25, -5.88], [-5.27, -2.79, -5.59], [-4.93, -3.10, -4.17], [-3.78, -3.68, -3.85], [-2.78, -4.04, -4.89], [-1.73, -4.57, -4.60], [-3.12, -3.72, -6.30], [-4.27, -3.15, -6.62], [-5.68, -2.83, -3.44], [-3.52, -3.91, -2.82], [-2.37, -3.99, -7.04], [-4.53, -2.91, -7.65], [1.01, 6.95, 4.58], [1.14, 6.32, 3.55], [2.07, 6.78, 2.48], [2.22, 6.09, 1.35], [1.46, 4.84, 1.11], [1.59, 4.20, 0.09], [0.53, 4.38, 2.18], [0.39, 5.07, 3.31], [2.62, 7.69, 2.68], [2.89, 6.41, 0.56], [-0.01, 3.46, 1.98], [-0.28, 4.75, 4.09], [-6.47, 5.24, 3.81], [-5.40, 4.71, 4.02], [-4.89, 4.53, 5.41], [-3.72, 3.95, 5.64], [-2.87, 3.45, 4.53], [-1.80, 2.92, 4.75], [-3.38, 3.63, 3.15], [-4.55, 4.21, 2.91], [-5.53, 4.90, 6.20], [-3.33, 3.81, 6.64], [-2.75, 3.26, 2.35], [-4.95, 4.35, 1.91]], "lowdin_charge": [0.035, -0.114, -0.364, -0.101, -0.140, -0.161, -0.173, -0.182, -0.206, 0.021, -0.507, -0.001, 0.106, -0.126, -0.187, -0.202, -0.098, -0.129, -0.621, 0.783, -0.219, -0.131, -0.220, -0.203, -0.091, 0.064, 0.059, 0.104, 0.116, 0.114, 0.131, 0.108, 0.116, 0.099, 0.079, 0.106, 0.088, 0.086, 0.112, 0.115, 0.072, 0.083, 0.082, 0.097, 0.114, 0.098, 0.098, 0.052, 0.072, 0.074, 0.107, 0.134, 0.079, 0.128, 0.110, 0.108, 0.105, 0.073, 0.070, 0.041, 0.105, -0.388, 0.024, 0.015, -0.374, 0.102, 0.020, 0.019, 0.122, 0.032, 0.121, 0.121, 0.113, -0.380, 0.024, 0.023, -0.375, 0.095, 0.024, 0.030, 0.122, 0.122, 0.106, 0.102, 0.115, -0.383, 0.025, 0.024, -0.386, 0.089, 0.020, 0.028, 0.124, 0.124, 0.105, 0.124], "smiles": "C=C[C@@H](CN(CCCCNC(C)=O)OCCC)O[C@@H](Br)COCCC.O=C1C=CC(=O)C=C1.O=C1C=CC(=O)C=C1.O=C1C=CC(=O)C=C1", "energy_ha": -4835.5675, "charge": 0, "lumo_ev": -1.86}